Record 1
The following is a DFT calculation (ωB97M-V/def2-TZVPD) of a 2-piece molecular cluster, C4H10NO2 overall.

Geometry as ORCA input:
```
! wB97M-V def2-TZVPD RIJCOSX def2/J DEFGRID3
* xyz -1 1
C 0.9490 -2.3963 -0.7600
C 0.0283 -1.3561 -0.8568
O -1.2167 -1.4050 -0.3486
C 0.3442 -0.1229 -1.6647
H 1.8745 -2.2958 -1.3165
H 0.8300 -3.3117 -0.1523
H -1.4291 -0.4136 0.0133
H 1.2836 -0.1671 -2.2170
H -0.5338 -0.0175 -2.3121
H 0.3186 0.8058 -1.0513
N 0.1687 2.2868 1.6940
C -0.4344 0.9878 1.4551
O -1.4177 0.9023 0.4728
H 0.1479 2.8521 0.8812
H -0.4472 2.7663 2.3528
H 0.3678 0.2120 1.3613
H -0.8336 0.6726 2.4488
*
```

Output
LUMO = 4.3 eV
frontier orbital gap = 7.9 eV
relative energy (zero: lowest compared OMol25 entry of this formula, charge and spin) = 54.2 kcal per mole

Here is what Löwdin gives for the atomic charges, in e:
1. C -0.01
2. C -0.52
3. O -0.06
4. C -0.07
5. H 0.01
6. H 0.03
7. H 0.02
8. H 0.06
9. H 0.08
10. H 0.07
11. N -0.02
12. C -0.52
13. O -0.31
14. H 0.02
15. H 0.04
16. H 0.09
17. H 0.09

Record 2
The following is a DFT calculation (ωB97M-V/def2-TZVPD) of a 2-piece molecular cluster, C15H18F4NO6S2 overall.

Geometry as ORCA input:
```
! wB97M-V def2-TZVPD RIJCOSX def2/J DEFGRID3
* xyz -1 1
C -3.8314 5.2457 0.0955
C -3.0546 3.9618 0.2282
O -1.7069 4.2976 0.6328
C -0.7967 3.3296 0.3770
C 0.4708 3.7229 0.9319
F 0.5349 5.0216 1.2597
C 1.7508 3.0919 0.6549
O 1.9054 1.8886 0.5269
O 2.6996 4.0572 0.6293
C 4.0410 3.6940 0.2477
C 4.8203 4.9836 0.1302
O -0.9991 2.3069 -0.2731
H -4.8709 5.0056 -0.1235
H -3.8094 5.8528 1.0058
H -3.4588 5.8272 -0.7557
H -3.4968 3.2842 0.9771
H -3.0466 3.4495 -0.7428
H 4.4798 3.0161 0.9938
H 4.0238 3.1924 -0.7264
H 5.8696 4.7760 -0.0716
H 4.4542 5.5735 -0.7172
H 4.7639 5.5769 1.0480
C -2.0693 -5.3082 2.9779
N -0.8755 -5.0595 3.7670
S -1.1229 -4.3503 5.3511
C -2.5202 -5.1238 6.3125
F -2.1108 -6.0271 7.2412
F -3.1002 -4.0777 6.9676
F -3.4470 -5.7332 5.5312
S 0.4624 -4.3695 2.9593
C -0.1332 -2.8246 2.2657
C 0.0414 -2.5966 0.8958
C -0.3902 -1.4041 0.3204
C -0.9340 -0.4135 1.1319
C -1.1086 -0.6306 2.4958
C -0.7060 -1.8438 3.0636
O 1.4268 -4.1358 4.0030
O 0.7042 -5.2232 1.8225
H -2.9245 -5.2322 3.6512
H -2.1734 -4.5789 2.1609
H -1.9654 -6.3330 2.5953
H 0.4415 -3.3667 0.2528
H -0.3116 -1.2373 -0.7570
H -1.2647 0.5243 0.6801
H -1.5650 0.1553 3.1000
H -0.8936 -2.0401 4.1105
*
```

Output
LUMO = 2.3 eV
frontier orbital gap = 5.3 eV
relative energy (zero: lowest compared OMol25 entry of this formula, charge and spin) = 5.4 kcal per mole

Here is what Löwdin gives for the atomic charges, in e:
1. C -0.09
2. C -0.24
3. O -0.03
4. C -0.50
5. C -0.18
6. F 0.01
7. C -0.49
8. O 0.04
9. O -0.03
10. C -0.24
11. C -0.09
12. O -0.01
13. H 0.06
14. H 0.07
15. H 0.08
16. H 0.12
17. H 0.11
18. H 0.12
19. H 0.12
20. H 0.06
21. H 0.07
22. H 0.08
23. C -0.14
24. N -0.56
25. S 1.05
26. C -0.79
27. F 0.08
28. F 0.06
29. F 0.07
30. S 0.63
31. C -0.30
32. C -0.06
33. C -0.04
34. C -0.04
35. C -0.05
36. C -0.08
37. O -0.32
38. O -0.29
39. H 0.06
40. H 0.09
41. H 0.09
42. H 0.10
43. H 0.12
44. H 0.09
45. H 0.11
46. H 0.06

Record 3
The following is a DFT calculation (ωB97M-V/def2-TZVPD) of one molecule with the formula C8H13NOS.

Geometry as ORCA input:
```
! wB97M-V def2-TZVPD RIJCOSX def2/J DEFGRID3
* xyz 0 1
C 1.3106 2.1507 0.9277
C 0.9079 0.9784 1.4029
C 0.3428 -0.2222 0.3565
C 1.0585 -1.4210 0.9445
S 0.6123 -3.0486 0.1418
N -1.0479 -0.3465 0.4216
C -1.8587 0.6127 0.1163
C -3.3772 0.3101 -0.0632
C 0.6113 0.0670 -1.1897
C 1.9037 -0.5505 -1.7867
O -0.1958 0.7872 -1.7564
H 1.8244 2.8485 1.5447
H 1.2155 2.3073 -0.1769
H 0.7821 0.7578 2.4114
H 0.7014 -1.4713 2.0197
H 2.1711 -1.4251 0.7518
H -0.8108 -2.7723 0.0819
H -1.4343 1.6560 0.0760
H -4.0331 0.6049 0.8767
H -3.7430 1.0979 -0.8144
H -3.4089 -0.7166 -0.3680
H 2.0859 -0.1850 -2.8876
H 1.5777 -1.5326 -1.9562
H 2.8045 -0.4869 -1.0746
*
```

Output
LUMO = 0.9 eV
frontier orbital gap = 9.8 eV
relative energy (zero: lowest compared OMol25 entry of this formula, charge and spin) = 59.0 kcal per mole
SMILES = C=C[C@@](CS)(/N=C/C)C(C)=O

Here is what Löwdin gives for the atomic charges, in e:
1. C 0.02
2. C -0.06
3. C -0.50
4. C -0.50
5. S 0.65
6. N 0.03
7. C -0.18
8. C -0.06
9. C -0.34
10. C -0.02
11. O 0.07
12. H 0.05
13. H 0.08
14. H 0.07
15. H 0.09
16. H 0.08
17. H -0.08
18. H 0.12
19. H 0.11
20. H 0.09
21. H 0.05
22. H 0.12
23. H 0.01
24. H 0.11

Record 4
The following is a DFT calculation (ωB97M-V/def2-TZVPD) of an isolated ion of composition C4H10NO and charge +1.

Geometry as ORCA input:
```
! wB97M-V def2-TZVPD RIJCOSX def2/J DEFGRID3
* xyz 1 1
C -0.3741 -1.2170 -1.1071
C -0.4813 0.0430 -0.1972
C 0.5667 0.8369 0.4654
C -0.0308 1.4090 1.8918
O -0.7428 0.2848 2.4173
N 0.4936 -1.1921 -2.3003
H -0.0049 -2.1631 -0.6097
H -1.4117 -1.4524 -1.3876
H -0.7510 -0.3653 1.6589
H -1.5127 0.3471 -0.1931
H 1.4367 0.1899 0.7098
H 1.0113 1.7096 -0.0404
H 0.8019 1.6731 2.4965
H 1.4181 -1.6372 -2.3158
H -0.7338 2.2651 1.7125
H 0.3147 -0.7314 -3.2009
*
```

Output
LUMO = -7.9 eV
frontier orbital gap = 6.5 eV
relative energy (zero: lowest compared OMol25 entry of this formula, charge and spin) = 110.5 kcal per mole

Here is what Löwdin gives for the atomic charges, in e:
1. C -0.20
2. C 0.17
3. C -0.09
4. C -0.15
5. O -0.05
6. N 0.04
7. H 0.17
8. H 0.13
9. H 0.07
10. H 0.14
11. H 0.15
12. H 0.16
13. H 0.11
14. H 0.10
15. H 0.14
16. H 0.11